The following is a quantum chemistry calculation of C4H10NO2P in the gas phase, from the OMol25 dataset.

## Properties
lowest unoccupied orbital energy (spin up / spin down)	-0.272 / -0.524	eV
molar mass	135.10	Da
frontier orbital gap (spin up / spin down)	8.514 / 8.769	eV

Last column: Löwdin charge in e.
Element x y z (Å)
C  0.55246  1.56665  -0.25816  -0.245
C  1.51769  0.49904  0.24473  -0.228
C  -0.43544  0.68987  -0.96724  -0.172
C  0.71013  -1.92944  0.05080  -0.157
N  0.55980  -0.63099  0.54657  -0.069
O  -1.81438  0.40237  1.41177  -0.225
O  -2.49392  -1.13074  -0.57208  -0.369
P  -1.93516  0.21995  -0.19285  0.537
H  0.12669  2.12739  0.53365  0.079
H  1.05390  2.44128  -0.86611  0.144
H  2.23720  0.39468  -0.59221  0.112
H  2.12076  0.79910  1.06456  0.091
H  -0.21595  0.10622  -1.90573  0.118
H  1.28039  -2.54273  0.87832  0.131
H  -0.28573  -2.18776  -0.29165  0.065
H  1.47519  -1.83601  -0.71654  0.064
H  -1.82495  -0.39770  1.96824  0.086
H  -2.62868  1.40883  -0.33606  0.036

=====

The following is a quantum chemistry calculation of 2 unconnected molecules or ions with the total composition C4H10NO2S, from the OMol25 dataset.

## Properties
lowest unoccupied orbital energy	3.652	eV
molar mass	136.20	Da
frontier orbital gap	6.681	eV
total charge	-1

Last column: Löwdin charge in e.
Element x y z (Å)
C  -0.69821  -0.25880  -1.44349  -0.221
C  -0.40454  1.19222  -1.02324  -0.658
S  -1.35182  1.67173  0.51444  0.159
C  0.51429  -1.14801  -1.29894  -0.494
N  0.87978  -1.62751  -0.06460  0.024
C  0.05882  -1.63590  1.11617  -0.122
O  1.29473  -1.33323  -2.24565  -0.011
H  -1.56094  -0.71148  -0.96718  0.082
H  -0.93877  -0.22578  -2.50924  0.102
H  0.65145  1.33802  -0.87133  0.045
H  -0.86457  1.88515  -1.70904  0.007
H  1.55707  -2.34987  -0.16174  0.118
H  -0.47226  -0.70045  1.21866  -0.008
H  0.61399  -1.93505  1.97944  0.077
H  -0.81760  -2.29368  1.06094  0.082
H  0.49320  1.52339  3.00644  0.023
H  0.57858  0.44134  2.09217  -0.060
O  0.98591  0.66764  2.94965  -0.144

=====

Question: Look up the molar mass of the second one.
Answer: 136.20 Da

=====

Question: What is the formula in the first record?
Answer: C4H10NO2P